A molecular structure, C31H43BiN8OS4SeSi in a non-equilibrium geometry, computed with ωB97M-V/def2-TZVPD.

Geometry (Å):
Bi  0.05911  -0.81318  -0.54265
C  -1.96703  2.35725  2.91647
N  -2.32895  0.92466  2.87139
C  -2.59079  0.21123  4.03647
C  -2.99757  -1.01233  3.65101
N  -3.03537  -1.03052  2.27367
C  -2.57337  0.14261  1.80594
S  -2.49381  0.58937  0.16815
C  -3.46893  -2.08139  1.35363
C  -4.80742  -2.21681  1.09020
C  -5.13364  -3.02429  -0.00368
C  -4.14768  -3.67845  -0.67492
C  -2.81531  -3.49703  -0.28943
N  -2.46617  -2.67046  0.69999
H  -2.11898  2.76033  3.92451
H  -2.45860  2.93992  2.19688
H  -0.91201  2.48376  2.73239
H  -2.48330  0.71235  4.97391
H  -3.21540  -1.87066  4.23922
H  -5.55517  -1.70458  1.73525
H  -6.13935  -3.14439  -0.32167
H  -4.40695  -4.34809  -1.46791
H  -1.97508  -3.89163  -0.82563
C  1.63568  2.31522  4.43184
Si  2.60971  0.62699  4.32684
C  4.10021  0.95919  3.24936
C  3.00163  0.24785  6.10614
C  1.58909  -0.76988  3.57476
C  1.37436  -1.97862  4.25579
C  0.80195  -3.08092  3.58221
C  0.44840  -2.95229  2.25855
N  0.65813  -1.81706  1.61106
C  1.22043  -0.76678  2.20054
S  1.29731  0.63440  1.10120
H  2.31063  3.11336  4.69555
H  0.73544  2.30976  5.09264
H  1.33275  2.59581  3.40873
H  4.32006  2.05321  3.21306
H  3.95897  0.62034  2.24199
H  5.02393  0.51844  3.63041
H  3.13342  1.18948  6.59902
H  3.84323  -0.43276  6.22701
H  2.13681  -0.15772  6.58603
H  1.55127  -2.06822  5.33528
H  0.66548  -4.01287  4.14140
H  0.04046  -3.75380  1.70011
C  -2.95455  -2.45318  -4.65993
S  -2.03905  -1.05570  -3.96442
C  -1.30605  -0.55459  -5.54030
O  -0.92718  -1.79590  -3.18497
H  -3.75782  -2.14401  -5.28310
H  -3.32398  -3.01942  -3.85225
H  -2.27924  -3.11727  -5.16605
H  -2.11801  -0.24932  -6.17984
H  -0.78102  -1.42043  -5.93537
H  -0.57951  0.29427  -5.32922
C  1.83364  4.01335  -2.64784
N  0.53440  3.91460  -2.04134
C  -0.17236  2.78808  -1.85861
Se  0.57872  1.17326  -2.39904
N  -1.35301  3.08537  -1.26139
C  -1.41640  4.45434  -1.08649
C  -2.42855  5.26422  -0.54894
C  -2.23539  6.61875  -0.56651
C  -0.99751  7.17302  -1.04121
C  -0.03530  6.37029  -1.52409
C  -0.24643  4.97451  -1.51541
H  2.61856  3.36081  -2.12275
H  2.18110  5.06307  -2.59274
H  1.85388  3.76387  -3.68922
H  -1.98742  2.37358  -0.84795
H  -3.36636  4.83744  -0.25551
H  -3.06753  7.23542  -0.19577
H  -0.80361  8.20992  -0.90269
H  0.90754  6.81622  -1.84317
C  5.14124  -2.68638  -2.63262
N  3.80215  -2.97795  -3.03106
C  3.54118  -4.19839  -3.76092
C  2.02207  -4.19071  -3.92018
N  1.61233  -3.06901  -3.11825
C  2.67731  -2.40461  -2.63754
S  2.59886  -1.15997  -1.48286
H  5.75742  -2.57442  -3.57412
H  5.60280  -3.49257  -2.06476
H  5.16757  -1.72345  -2.12809
H  3.84516  -5.02155  -3.19846
H  4.06760  -4.22862  -4.69615
H  1.54659  -5.12904  -3.58377
H  1.83097  -4.02174  -4.99408
H  0.69761  -2.62698  -3.25373

Force components x, y, z for each atom (eV/Å):
-0.5 -0.3 -0.5
1.1 -0.9 0.9
-0.1 0.5 0.7
0.1 0.3 -0.9
-0.1 -0.1 0.4
0.3 -0.7 -0.2
-0.2 1.0 -0.1
0.0 -0.4 -0.3
1.0 0.7 0.3
-0.7 0.1 0.4
-0.1 0.5 1.0
1.1 -0.4 -0.1
-0.3 0.8 0.3
-0.7 -0.1 -0.1
-0.4 -0.3 -0.3
-1.1 0.5 -1.0
0.5 -0.2 -0.2
0.1 -0.2 0.4
-0.3 -0.4 0.2
0.6 -0.4 -0.8
-0.8 0.0 0.0
0.1 -0.2 -0.4
0.1 -0.6 -0.3
-0.6 -1.1 -0.9
-0.5 1.8 0.6
0.5 0.9 0.5
0.1 -0.5 -0.8
0.3 -0.4 -0.6
-0.7 0.0 -0.6
0.3 0.0 1.0
0.7 0.1 1.0
0.1 0.2 -0.3
-0.2 0.2 0.8
0.2 0.1 0.5
0.3 0.2 0.6
0.7 0.0 -0.4
-0.2 -0.2 0.2
-0.3 -0.7 0.0
0.0 -0.2 -0.6
-0.1 -0.2 0.0
0.6 0.5 0.3
0.0 0.1 0.2
-0.6 -0.6 0.4
0.2 0.1 -0.5
-0.1 0.3 -0.4
-0.5 -0.6 -0.4
0.6 0.5 0.2
1.0 -1.3 -0.1
1.1 0.9 1.1
-0.7 0.7 -0.4
-0.6 0.4 -0.6
-0.7 -0.4 1.2
0.5 0.0 -0.5
-0.2 0.2 -0.3
0.0 0.0 -0.1
-1.0 -1.0 -0.3
2.2 0.3 1.0
-1.3 0.4 0.7
-0.1 0.0 0.3
-0.3 0.2 -0.3
0.5 -0.7 -0.5
-1.1 -0.3 1.1
0.1 -0.2 -0.6
0.2 0.5 0.1
-2.0 -0.3 1.2
1.6 -0.9 -0.4
1.5 1.2 -1.4
-1.3 0.9 -0.6
-0.3 -0.6 0.2
-0.4 -0.4 -0.6
0.6 0.7 -0.3
-0.3 -0.1 0.2
0.7 0.0 -0.2
0.0 0.7 -0.2
-0.2 -0.3 0.0
1.2 0.8 -1.3
-0.2 -0.1 0.0
-0.8 0.6 -0.5
0.0 -0.6 -1.3
-0.2 0.5 0.2
-0.5 -0.6 0.5
0.4 0.3 0.1
-0.5 -0.1 0.9
-0.2 0.0 0.3
0.1 -0.2 0.2
0.7 -1.4 1.1
0.3 0.1 -0.5
0.2 0.4 -0.3
-0.5 -0.1 0.4
0.2 0.0 0.2

- max |F| (eV Å⁻¹) = 2.4
- energy relative to the best compared isomer or geometry (same formula, charge and spin) (eV) = 0.029
- charge = +2
- orbital gap (eV) = 8.037
- multiplicity = 1
- DFT total energy (eV) = -169208.5314